No. 1
Density functional theory data (wB97M-V/def2-TZVPD) for 7 unconnected molecules or ions with the total composition H14O7.

SMILES	O.O.O.O.O.O.O
Kohn-Sham gap	10.5	eV
electronic energy	-534.9601	Eh
ΔE to the lowest compared entry with this formula, charge and spin	4.4551	eV

```
21
H14O7, DFT wB97M-V/def2-TZVPD
O 2.27633 -0.65738 0.64590
H 2.12233 -1.13638 1.48590
H 3.02133 -0.73138 0.11790
O 1.78933 1.79662 2.00290
H 1.96633 1.13462 1.19590
H 2.49733 1.62862 2.70390
O -3.20367 -0.47938 -1.51110
H -3.27367 -0.09838 -2.37710
H -2.32467 -0.94338 -1.69010
O -0.87667 -1.08838 -2.63510
H -0.80267 -1.93038 -3.12910
H -0.37367 -0.80538 -1.93210
O 0.23933 -0.52138 0.08190
H -0.02667 0.34462 -0.27510
H 1.12433 -0.29838 0.11290
O -0.24767 -0.74238 2.65190
H 0.15433 -1.64338 2.81990
H -0.10067 -0.65938 1.81490
O -0.94967 2.13662 -0.61110
H -1.51267 2.73862 -0.04910
H -1.49867 1.95562 -1.42410
```

=====

No. 2
Density functional theory data (wB97M-V/def2-TZVPD) for 4 unconnected molecules or ions with the total composition C3H11NO3.

Kohn-Sham gap	4.3	eV
electronic energy	-401.1071	Eh
ΔE to the lowest compared entry with this formula, charge and spin	8.3251	eV

```
18
C3H11NO3, DFT wB97M-V/def2-TZVPD
C -0.96424 -0.12982 1.43347
C -1.51336 -1.30135 0.87651
C 0.43302 0.22903 1.62809
N -0.28305 0.99055 0.61933
H -1.63578 0.32552 2.17750
H -2.38956 -1.25651 0.23165
H -1.15743 -2.28608 1.15445
H 1.17000 -0.54111 1.54052
H 0.66642 0.82247 2.50874
H 0.08369 0.53260 -0.24009
H 0.36437 2.57952 -1.22285
O 1.21434 2.32387 -1.58235
H 0.30212 -0.79036 -1.87286
H -0.95368 -0.93891 -1.12303
O -0.71875 -0.80937 -2.04402
H 1.44715 1.37139 -1.45147
H 2.33224 -0.86365 -1.42193
O 1.60250 -0.25780 -1.21164
```

=====

No. 3
Density functional theory data (wB97M-V/def2-TZVPD) for a molecular structure, C29H36HoN8.

Kohn-Sham gap (spin up / spin down)	2.4 / 3.2	eV
electronic energy	-2512.5911	Eh
<S²>	6.241
ΔE to the lowest compared entry with this formula, charge and spin	0.0000	eV
spin multiplicity	5
total charge	-1

```
74
C29H36HoN8, DFT wB97M-V/def2-TZVPD
Ho 0.92357 0.87445 -0.03245
N 1.87854 3.59466 -0.18101
N -1.41944 2.07618 -0.42348
C 0.73433 -0.95514 1.86131
C 0.51076 0.33710 2.44060
C 1.72843 1.08730 2.32510
C 1.96285 2.48413 2.76965
H 1.16521 2.81248 3.44831
H 2.00086 3.17314 1.90674
H 2.92647 2.56218 3.29480
C 2.70613 0.24427 1.71462
C 4.14988 0.55927 1.58490
H 4.67052 0.45661 2.55240
H 4.30105 1.58953 1.23420
H 4.63281 -0.12053 0.87171
C 2.09330 -1.01229 1.42539
C 2.81639 -2.23259 0.98267
H 3.59242 -1.98644 0.24534
H 2.13389 -2.95702 0.51964
H 3.31463 -2.73864 1.82787
C -0.67147 0.72891 3.24842
H -0.51114 0.48729 4.31389
H -1.57195 0.19661 2.91652
H -0.85789 1.80706 3.17315
C -0.19720 -2.11128 1.94399
H -0.06381 -2.79737 1.09633
H -1.24187 -1.77729 1.92470
H -0.04523 -2.68813 2.87347
C 2.83143 4.26294 -0.84415
H 3.65378 4.68565 -0.25596
C 2.78909 4.41665 -2.23478
H 3.60820 4.92160 -2.73708
C 1.70157 3.90071 -2.95272
H 1.67004 3.95832 -4.04408
C 0.63250 3.35982 -2.25789
H -0.28645 3.00922 -2.73387
C 0.69953 3.31825 -0.83459
C -0.38620 2.92027 0.02985
H -0.50476 3.37499 1.01527
C -1.30674 0.67975 -0.46095
C -2.72578 2.46237 -0.74624
H -2.99845 3.49500 -0.84756
C -3.44181 1.33653 -0.84240
H -4.49462 1.21010 -1.02017
N -2.58598 0.25905 -0.60511
C -2.99511 -1.07975 -0.37426
C -3.98754 -1.32619 0.58982
C -4.35341 -2.65141 0.85524
H -5.13887 -2.85017 1.59050
C -3.72285 -3.72168 0.21614
C -4.17900 -5.13457 0.46050
H -3.34303 -5.83978 0.39602
H -4.93262 -5.45492 -0.27487
H -4.63341 -5.23052 1.45272
C -2.70231 -3.44504 -0.70250
H -2.19356 -4.27092 -1.20254
C -2.32147 -2.13221 -1.01114
C -1.24865 -1.87143 -2.01744
H -1.44705 -0.98008 -2.62421
H -1.18938 -2.73683 -2.69093
H -0.24413 -1.76411 -1.57357
C -4.60304 -0.21551 1.37924
H -5.17833 0.47133 0.74459
H -3.85374 0.37353 1.93482
H -5.29472 -0.64324 2.11648
N 2.61394 -1.69418 -4.42418
N 2.87808 -0.92958 -3.29690
N 3.83468 0.03085 -3.38938
C 3.54252 0.79626 -2.34590
N 2.39281 0.41285 -1.72284
N 1.92529 -0.67363 -2.39186
H 3.44541 -1.74369 -4.99968
H 2.25634 -2.59748 -4.14307
H 4.15577 1.63640 -2.03716
```

=====

No. 4
Density functional theory data (wB97M-V/def2-TZVPD) for 3 unconnected molecules or ions with the total composition C4H10O3.

SMILES	C=C/C=C/O.O.O
Kohn-Sham gap	9.1	eV
electronic energy	-384.0497	Eh
ΔE to the lowest compared entry with this formula, charge and spin	2.7179	eV

```
17
C4H10O3, DFT wB97M-V/def2-TZVPD
C -1.60158 2.86502 2.69058
C -0.83823 1.81859 2.37717
C 0.22492 1.87097 1.39030
C 0.33513 1.27840 0.20395
O 1.32800 1.48643 -0.70427
H -2.43262 2.78140 3.37181
H -1.45346 3.85067 2.26230
H -1.14172 0.87920 2.83260
H 1.13618 2.44309 1.59759
H -0.44786 0.65943 -0.23103
H 2.18847 1.27314 -0.41211
H 0.21472 -1.54276 -3.03702
H 1.52811 -1.93621 -2.39455
O 0.98737 -1.15798 -2.62149
H -0.46772 -5.32150 -1.86199
H 0.70358 -5.52638 -2.75484
O -0.26330 -5.72151 -2.70899
```

=====

No. 5
Density functional theory data (wB97M-V/def2-TZVPD) for a molecular structure, C4H11F4NNbOSn.

Kohn-Sham gap	5.1	eV
electronic energy	-959.1144	Eh
total charge	+1

```
23
C4H11F4NNbOSn, DFT wB97M-V/def2-TZVPD
N 0.64195 -2.33862 0.17529
C 1.24208 -0.93542 0.37505
Nb 0.37229 0.63341 -1.02878
F -0.38014 2.07867 -2.41249
C -1.65515 0.68073 0.00915
C -2.15705 -0.75079 0.63115
O -2.33302 -1.81754 -0.37642
C 1.03462 2.30122 0.44739
F 0.35430 3.58712 0.10268
F 0.60039 1.98822 1.85781
F 2.51284 2.38577 0.48797
H 0.74945 -2.90843 1.04283
H 1.10814 -2.81078 -0.65664
H 2.39466 -1.04510 0.08526
H 1.24304 -0.62489 1.52648
H 1.98163 0.78364 -1.85409
H -0.18749 -0.68212 -2.15852
H -2.45186 0.99140 -0.82123
H -1.71219 1.50171 0.84412
H -3.19892 -0.55555 1.17288
H -1.37466 -1.05157 1.47244
H -2.58599 -2.62956 0.15486
Sn 3.80108 1.21847 -1.07718
```

=====

No. 6
Density functional theory data (wB97M-V/def2-TZVPD) for a single C21H19NO6 molecule.

SMILES	CCOC(=O)c1oc2ccccc2c1COC(=O)CNC(=O)c1ccccc1
Kohn-Sham gap	8.9	eV
electronic energy	-1317.8859	Eh
ΔE to the lowest compared entry with this formula, charge and spin	0.0623	eV

```
47
C21H19NO6, DFT wB97M-V/def2-TZVPD
C -0.81232 -4.58628 0.11558
C 0.58795 -4.61540 0.71149
H 0.53072 -4.61899 1.80498
H 1.14876 -5.48456 0.36303
O 1.36266 -3.49143 0.29223
C 1.12795 -2.33566 0.91284
O 0.31688 -2.18325 1.79705
C 1.98647 -1.25962 0.40036
C 2.00494 0.07059 0.74489
C 3.03916 0.66084 -0.04574
C 3.55995 1.94974 -0.17849
C 4.59550 2.13497 -1.06545
C 5.11800 1.07459 -1.81335
C 4.62008 -0.20681 -1.70056
C 3.57468 -0.39909 -0.80814
O 2.93184 -1.55260 -0.53160
H 5.01716 -1.02903 -2.27318
H 5.93181 1.26596 -2.49616
H 5.01907 3.11983 -1.19047
H 3.15174 2.76880 0.39308
C 1.09626 0.77068 1.69935
H 0.60982 0.04876 2.35734
H 1.64853 1.52296 2.27225
O 0.04281 1.42189 0.97724
C 0.12127 2.73746 0.78958
O 1.01881 3.43784 1.17540
C -1.08224 3.24361 0.00820
N -1.91234 2.18204 -0.49007
C -3.13965 1.93198 0.04320
O -3.69950 2.71509 0.78270
C -3.75289 0.65083 -0.40904
C -5.11922 0.62058 -0.66818
C -5.72511 -0.55231 -1.07858
C -4.97321 -1.70748 -1.21647
C -3.61744 -1.68974 -0.93273
C -3.00422 -0.51642 -0.53059
H -1.95364 -0.52144 -0.27411
H -3.03722 -2.59626 -1.02344
H -5.44481 -2.62559 -1.53460
H -6.78454 -0.56816 -1.28684
H -5.69027 1.52817 -0.54407
H -1.46568 1.46425 -1.03807
H -0.72289 3.88936 -0.80042
H -1.70465 3.84640 0.68058
H -1.34017 -5.49674 0.38446
H -1.36178 -3.73325 0.50664
H -0.75703 -4.51366 -0.96834
```